Here is 2 unconnected molecules or ions with the total composition C3H12N3 from the Open Molecules 2025 dataset. Energies are from ωB97M-V with the def2-TZVPD basis set.

```
18
Properties=species:S:1:pos:R:3:nbo_charge:R:1
C 1.339 0.122 1.611 0.055
C 0.538 0.324 0.560 -0.216
N 1.051 0.130 -0.807 -0.711
N 1.133 0.556 2.889 -0.761
H 2.285 -0.377 1.421 0.201
H -0.475 0.697 0.584 0.219
H 1.371 1.019 -1.192 0.422
H 1.856 -0.497 -0.824 0.427
H 0.265 -0.250 -1.434 0.466
H 0.177 0.632 3.207 0.398
H 1.712 0.096 3.578 0.400
C -2.358 0.008 -1.600 -0.424
N -1.249 -0.905 -1.958 -0.862
H -3.167 0.000 -2.323 0.215
H -1.995 1.026 -1.483 0.188
H -2.776 -0.299 -0.645 0.209
H -1.444 -1.826 -1.583 0.387
H -1.218 -1.035 -2.964 0.386
```

Its gap between HOMO and LUMO is 0.3650 Eh. The largest force on an atom is 0.90 eV/Å. As for the multiplicity: 1. For the molar mass, the calculation gives 90.150 g/mol. The calculation puts the energy at -7769.2714 eV. As for the charge: +1.



Here is 2 unconnected molecules or ions with the total composition C3H12N3O in a non-equilibrium geometry from the Open Molecules 2025 dataset. Energies are from ωB97M-V with the def2-TZVPD basis set.

```
19
Properties=species:S:1:pos:R:3:nbo_charge:R:1
C 0.274 3.051 -1.111 -0.260
O -0.649 2.078 -0.589 -0.767
H -1.519 2.484 -0.708 0.480
H 1.313 2.754 -0.905 0.176
H 0.170 3.072 -2.192 0.188
H 0.159 4.012 -0.614 0.187
C -0.838 -1.761 -1.126 -0.446
C 0.334 -0.992 0.789 0.706
N -0.401 0.010 1.161 -0.678
N -0.236 -2.099 0.168 -0.664
N 1.636 -1.080 0.976 -0.727
H -1.375 0.080 0.921 0.438
H 0.024 0.854 1.521 0.432
H -0.923 -2.590 0.733 0.411
H 2.074 -1.923 0.629 0.437
H 2.310 -0.328 0.959 0.427
H -0.635 -2.526 -1.877 0.233
H -0.359 -0.900 -1.597 0.220
H -1.905 -1.572 -1.154 0.206
```

Its gap between HOMO and LUMO is 0.4058 Eh. The largest force on an atom is 1.79 eV/Å. As for the multiplicity: 1. For the molar mass, the calculation gives 106.149 g/mol. The calculation puts the energy at -9816.8413 eV. As for the charge: +1.



Here is 2 unconnected molecules or ions with the total composition C3H12N3O from the Open Molecules 2025 dataset. Energies are from ωB97M-V with the def2-TZVPD basis set.

```
19
Properties=species:S:1:pos:R:3:nbo_charge:R:1
N 2.052 -2.018 1.391 -0.721
C 1.198 -1.622 0.471 0.399
N 1.518 -1.073 -0.659 -0.712
H 3.037 -1.791 1.373 0.421
H 1.714 -2.356 2.275 0.432
H 0.152 -1.781 0.678 0.237
H 0.779 -0.653 -1.274 0.467
H 2.488 -0.883 -0.860 0.412
C -1.503 1.453 1.083 -0.426
N -1.301 0.527 -0.044 -0.664
C -0.709 1.213 -1.171 0.079
O -0.323 0.287 -2.199 -0.721
H -0.528 1.787 1.441 0.196
H -1.962 0.909 1.906 0.217
H -2.107 2.323 0.819 0.193
H -2.226 0.198 -0.319 0.361
H -1.366 1.975 -1.604 0.169
H 0.217 1.689 -0.850 0.175
H -1.129 -0.186 -2.456 0.487
```

Its gap between HOMO and LUMO is 0.3749 Eh. The largest force on an atom is 0.68 eV/Å. As for the multiplicity: 1. For the molar mass, the calculation gives 106.149 g/mol. The calculation puts the energy at -9817.3945 eV. As for the charge: +1.



Here is 2 unconnected molecules or ions with the total composition C3H12N3S in a non-equilibrium geometry from the Open Molecules 2025 dataset. Energies are from ωB97M-V with the def2-TZVPD basis set.

```
19
Properties=species:S:1:pos:R:3:nbo_charge:R:1
C -1.706 -0.344 -0.625 -0.303
C -0.361 -1.156 -0.538 0.155
C 1.443 0.442 -0.474 -0.398
N -1.890 0.731 0.407 -0.873
N -0.097 -1.878 0.628 -0.754
N 0.925 1.287 0.696 -0.712
S 3.084 0.016 -0.011 0.005
H -2.611 -0.974 -0.593 0.236
H -1.737 0.121 -1.712 0.234
H 0.077 -1.487 -1.410 0.218
H 1.393 1.078 -1.332 0.197
H -2.428 1.509 0.002 0.395
H -2.417 0.489 1.164 0.378
H -0.350 -1.425 1.440 0.374
H 0.640 -2.462 0.649 0.400
H 1.241 0.851 1.592 0.417
H 1.320 2.135 0.661 0.411
H -0.083 1.275 0.666 0.461
H 3.555 -0.209 -1.209 0.159
```

Its gap between HOMO and LUMO (spin up / spin down) is 0.3017 / 0.3017 Eh. The largest force on an atom is 5.51 eV/Å. As for the multiplicity: 1. For the molar mass, the calculation gives 122.217 g/mol. The calculation puts the energy at -18601.8138 eV. As for the charge: +1.